45
Properties=species:S:1:pos:R:3 method="wB97M-V/def2-TZVPD" homo_energy_ev=-10.0 relative_energy_kj_mol=483.8 total_energy_ha=-1146.45578 gap_ha=0.3625
H -0.441 -0.076 0.575
H -0.270 0.514 -0.823
H 0.933 -0.597 -2.428
H 2.458 -0.544 -2.940
H 0.043 0.601 4.146
H -1.288 0.279 4.765
H 3.540 4.153 -0.641
H 2.064 4.064 -0.926
H 2.306 0.811 1.817
H 0.951 1.490 1.707
H -0.551 -3.085 2.518
H -1.841 -2.493 2.680
H 4.713 0.338 0.014
H 3.303 0.768 0.166
H 1.791 -3.597 -0.047
H 2.344 -2.735 1.091
H -2.140 0.446 -3.339
H -2.222 -0.418 -4.665
H 0.374 -2.718 4.160
H 0.959 -1.638 3.430
H -0.816 -4.477 -2.444
H 0.553 -4.061 -2.185
H -2.920 2.535 0.393
H -2.060 2.468 -0.875
H -0.737 4.197 -2.738
H -0.759 3.937 -4.279
H -1.585 -1.836 -0.881
H -2.228 -2.544 -1.975
H -4.602 2.004 2.314
H -3.795 0.864 2.794
O -0.106 -0.293 -0.344
O 1.817 -0.640 -2.136
O -0.878 0.194 3.906
O 2.679 4.251 -0.221
O 1.649 1.311 2.318
O -1.042 -2.265 2.249
O 4.148 0.564 0.721
O 2.164 -2.708 0.097
O -1.677 0.202 -4.175
O 0.792 -2.608 3.358
O -0.032 -4.337 -2.937
O -2.685 2.970 -0.345
O -0.245 4.188 -3.506
O -2.439 -2.116 -1.124
O -3.905 1.456 1.965



45
Properties=species:S:1:pos:R:3 method="wB97M-V/def2-TZVPD" homo_energy_ev=-11.0 relative_energy_kj_mol=241.4 total_energy_ha=-1146.54814 gap_ha=0.3863
O 0.929 -1.243 1.963
H 0.276 -1.117 2.624
H 0.490 -1.944 1.502
O 4.423 -1.428 2.252
H 4.167 -1.935 1.467
H 3.738 -1.761 2.861
O -0.758 -0.746 -0.164
H 0.203 -0.836 -0.361
H -1.071 -1.694 -0.232
O 1.428 2.678 1.715
H 1.225 3.180 0.931
H 0.917 1.891 1.431
O 0.701 1.123 -2.552
H 0.781 2.087 -2.584
H 1.649 0.791 -2.362
O 2.639 -0.713 -0.021
H 2.148 -0.851 0.843
H 3.063 0.147 0.104
O -2.895 1.165 -0.796
H -3.105 1.838 -0.088
H -2.068 0.801 -0.501
O 0.849 -4.238 -1.650
H 0.935 -3.215 -1.793
H 1.824 -4.384 -1.668
O 2.997 -0.374 -2.995
H 2.515 -1.061 -3.372
H 2.866 -0.368 -2.031
O -3.822 -0.922 0.580
H -3.727 -0.027 0.206
H -4.070 -1.516 -0.140
O -2.206 3.324 1.525
H -1.746 2.881 2.305
H -1.564 3.944 1.260
O -1.751 2.923 -2.972
H -2.354 2.433 -2.441
H -0.836 2.497 -3.148
O -2.204 -0.991 3.698
H -2.122 -0.823 2.779
H -1.774 -1.781 3.962
O -0.406 -3.444 0.436
H 0.237 -4.119 -0.068
H -1.208 -4.009 0.502
O -0.177 3.802 -0.776
H -0.065 4.557 -1.391
H -1.068 3.480 -0.841



45
Properties=species:S:1:pos:R:3 method="wB97M-V/def2-TZVPD" homo_energy_ev=-10.5 relative_energy_kj_mol=196.4 total_energy_ha=-1146.56526 gap_ha=0.3698
O 1.247 1.914 -0.761
H 1.067 2.307 -1.625
H 1.895 1.222 -0.813
O -3.035 0.705 0.174
H -2.817 1.389 -0.461
H -3.374 -0.074 -0.277
O 2.994 -0.359 1.878
H 2.281 0.100 2.320
H 3.434 -0.707 2.642
O -1.726 -2.554 0.711
H -1.276 -3.128 1.296
H -1.137 -1.777 0.599
O -1.498 -1.967 -2.068
H -1.707 -2.737 -2.543
H -1.360 -2.236 -1.202
O -1.527 3.039 1.292
H -1.489 2.193 0.908
H -2.374 3.462 1.106
O -0.089 -0.457 -0.107
H 0.289 0.337 0.221
H -0.539 -0.243 -0.955
O 1.165 -2.376 -2.487
H 0.504 -1.674 -2.542
H 2.022 -2.060 -2.230
O -3.092 -0.110 -3.658
H -2.506 -0.430 -3.014
H -2.631 0.666 -4.058
O 3.615 2.175 0.645
H 2.940 1.516 0.632
H 4.245 1.694 1.136
O 2.479 -0.361 -0.662
H 1.556 -0.560 -0.532
H 2.828 -0.634 0.176
O 0.398 -1.795 3.026
H -0.154 -1.088 2.714
H 1.275 -1.613 2.728
O 1.060 1.579 2.482
H 0.120 1.328 2.331
H 1.043 1.394 3.438
O 0.003 0.191 -3.117
H -0.303 -0.086 -3.991
H -0.594 0.968 -2.955
O -1.369 0.232 2.457
H -1.787 0.437 3.310
H -2.073 0.181 1.838



48
Properties=species:S:1:pos:R:3 method="wB97M-V/def2-TZVPD" homo_energy_ev=-9.9 relative_energy_kj_mol=409.9 total_energy_ha=-1223.04265 gap_ha=0.3673
O -1.833 1.760 -0.888
H -1.977 2.601 -1.380
H -2.132 1.933 0.039
O 1.032 -1.292 -1.703
H 0.915 -0.615 -2.376
H 1.951 -1.603 -1.626
O 0.220 2.048 2.524
H 0.374 1.104 2.750
H 0.588 2.561 3.259
O 0.344 3.144 -1.962
H 0.586 3.069 -1.051
H 0.876 3.819 -2.436
O -2.684 -0.851 1.378
H -1.851 -0.741 0.938
H -3.210 -0.140 1.015
O 0.136 0.724 -3.214
H -0.203 0.993 -4.065
H 0.283 1.602 -2.756
O 3.076 1.049 -2.157
H 2.392 0.981 -1.476
H 2.811 0.399 -2.807
O 1.907 -3.174 0.458
H 1.625 -3.374 -0.438
H 1.080 -2.973 0.979
O -0.383 -0.384 3.462
H -1.122 -0.415 4.049
H -0.628 -0.925 2.752
O -2.306 2.417 1.746
H -2.433 3.387 1.736
H -1.341 2.235 2.103
O -0.478 -2.746 1.975
H -0.936 -3.306 2.520
H -0.758 -3.019 1.048
O 3.279 -1.020 0.753
H 2.640 -1.688 0.850
H 4.018 -1.537 0.479
O -0.515 -3.814 -0.609
H 0.225 -4.424 -0.591
H -0.354 -3.306 -1.406
O 1.755 1.825 0.222
H 1.413 2.096 1.069
H 2.381 1.202 0.561
O -3.194 -0.227 -1.940
H -3.949 0.332 -2.089
H -2.625 0.457 -1.522
O -0.440 -0.227 0.269
H 0.192 -0.565 -0.337
H -0.739 0.639 -0.116



48
Properties=species:S:1:pos:R:3 method="wB97M-V/def2-TZVPD" homo_energy_ev=-9.2 relative_energy_kj_mol=457.6 total_energy_ha=-1223.02448 gap_ha=0.3247
O 0.966 -3.584 1.239
H 0.182 -3.122 0.900
H 0.665 -4.031 2.044
O -1.719 -2.194 -0.215
H -1.564 -2.621 -1.046
H -1.019 -1.525 -0.210
O -0.033 -0.994 2.465
H 0.729 -1.517 2.732
H -0.692 -1.153 3.107
O -0.009 -0.257 -0.117
H 0.193 -0.368 0.814
H -0.726 0.357 -0.185
O -2.229 0.513 -1.524
H -2.457 1.373 -1.281
H -2.201 0.500 -2.514
O 3.463 -2.323 0.472
H 2.943 -1.524 0.626
H 2.725 -2.914 0.417
O 0.220 -0.430 -3.157
H 0.201 0.285 -2.591
H 1.060 -0.386 -3.626
O 2.907 0.030 -1.379
H 2.348 0.009 -0.577
H 2.750 -0.809 -1.796
O 0.179 1.985 2.277
H -0.236 1.342 2.881
H 0.048 2.825 2.711
O 0.357 2.146 -2.202
H -0.488 2.551 -2.002
H 0.398 2.039 -3.135
O -1.786 3.076 -0.911
H -2.122 2.923 -0.043
H -2.487 3.433 -1.403
O 2.542 -0.027 1.372
H 1.800 0.152 1.970
H 3.175 0.700 1.664
O 1.508 -2.602 -1.850
H 1.194 -3.311 -2.387
H 0.916 -1.864 -1.990
O -2.489 2.263 1.525
H -1.582 2.202 1.781
H -2.816 1.371 1.513
O 1.675 2.742 0.081
H 1.119 2.273 0.691
H 1.152 2.528 -0.698
O -3.386 -0.459 1.463
H -4.328 -0.704 1.405
H -3.047 -0.899 0.688



49
Properties=species:S:1:pos:R:3 method="wB97M-V/def2-TZVPD" homo_energy_ev=-12.9 charge=+1 relative_energy_kj_mol=18.8 total_energy_ha=-1246.98101 gap_ha=0.3569
Rb 18.580 27.410 30.818
O 15.975 27.486 35.078
H 15.640 27.570 35.971
H 16.675 28.136 35.022
O 20.379 30.411 27.287
H 20.197 29.679 27.875
H 20.392 31.180 27.858
O 14.961 28.475 28.983
H 15.248 27.852 28.315
H 15.504 29.249 28.839
O 16.638 26.133 32.853
H 16.960 25.311 33.224
H 16.237 26.589 33.593
O 18.490 24.408 29.596
H 17.627 24.543 29.205
H 19.033 24.089 28.875
O 21.813 24.795 31.305
H 22.699 24.959 31.628
H 21.792 23.854 31.130
O 19.998 25.300 34.888
H 20.865 25.477 34.524
H 19.515 24.890 34.171
O 21.217 27.617 28.839
H 21.333 26.810 28.338
H 22.104 27.872 29.092
O 20.994 27.274 32.149
H 21.476 27.081 32.953
H 21.132 26.506 31.595
O 19.198 24.529 32.262
H 20.130 24.569 32.047
H 18.802 24.065 31.526
O 15.859 25.214 28.975
H 15.672 25.695 28.168
H 15.399 24.381 28.869
O 19.459 30.082 33.814
H 18.925 30.870 33.709
H 19.053 29.612 34.542
O 18.139 29.926 29.583
H 17.433 29.996 28.940
H 18.640 30.735 29.479
O 20.977 29.941 31.504
H 20.596 29.951 32.383
H 21.233 29.029 31.364
O 20.600 32.013 29.556
H 20.945 32.806 29.967
H 20.810 31.312 30.173
O 13.802 26.473 31.284
H 13.959 27.058 30.543
H 14.677 26.222 31.582



53
Properties=species:S:1:pos:R:3 method="wB97M-V/def2-TZVPD" homo_energy_ev=-4.5 charge=-2 relative_energy_kj_mol=421.3 total_energy_ha=-1922.27281 gap_ha=0.3445
S -6.388 14.961 16.329
O -7.426 14.009 16.216
O -6.426 16.047 15.408
O -6.282 15.397 17.712
O -5.206 14.237 15.964
O -3.789 12.093 16.771
H -4.304 12.862 16.499
H -4.258 11.651 17.490
O -6.557 17.230 19.538
H -5.879 17.914 19.619
H -6.404 16.522 18.882
O -5.144 16.019 13.150
H -4.713 15.156 13.249
H -5.582 16.150 14.053
O -8.584 16.537 13.752
H -9.397 16.246 14.120
H -7.922 16.556 14.418
O -6.911 13.827 12.431
H -6.539 14.374 13.067
H -6.196 13.313 12.016
O -9.108 12.875 14.560
H -9.850 13.497 14.511
H -8.369 13.282 15.026
O -7.029 11.548 16.299
H -7.273 12.512 16.080
H -6.473 11.314 15.562
O -4.051 13.578 13.961
H -3.194 13.873 14.128
H -4.527 13.619 14.872
O -6.433 18.558 15.305
H -6.504 17.593 15.453
H -7.070 18.812 15.984
O -9.118 16.641 18.681
H -8.191 16.749 18.932
H -9.150 17.102 17.864
O -3.381 17.290 14.701
H -3.939 16.898 14.041
H -2.824 17.951 14.252
O -4.052 15.153 19.068
H -3.568 14.458 18.651
H -4.920 15.193 18.670
O -7.113 13.834 19.550
H -8.021 14.083 19.775
H -6.927 14.479 18.896
O -4.087 17.905 17.264
H -3.794 17.692 16.424
H -4.224 16.994 17.442
O -2.975 15.258 16.329
H -3.909 14.942 16.222
H -2.969 15.915 15.628
O -9.449 14.113 17.695
H -9.511 15.032 17.833
H -8.755 14.026 17.023



49
Properties=species:S:1:pos:R:3 method="wB97M-V/def2-TZVPD" homo_energy_ev=-13.4 charge=+1 relative_energy_kj_mol=475.7 total_energy_ha=-1223.29457 gap_ha=0.3896
O -3.307 1.736 -2.161
H -2.947 2.581 -1.898
H -4.128 1.502 -1.770
O 3.690 -1.067 0.858
H 4.637 -0.991 0.998
H 3.279 -0.228 1.077
O -3.492 1.121 1.390
H -3.500 1.657 2.231
H -3.527 1.825 0.658
O 2.689 0.388 -4.513
H 2.281 0.638 -5.326
H -0.982 0.015 1.161
O 0.174 -2.417 -4.941
H 0.772 -2.927 -5.460
H 0.593 -1.872 -4.300
O -2.678 -4.707 -1.167
H -1.851 -4.989 -0.714
H -1.312 -2.267 -0.709
O -0.495 -3.338 2.511
H -1.169 -3.433 3.204
H -0.097 -2.516 2.796
O 0.180 1.038 1.815
H 3.582 0.092 -4.556
H 0.964 1.071 2.383
O 0.840 2.393 4.339
H 2.964 -2.505 2.046
O -1.656 -2.941 0.153
H -0.930 -3.065 0.849
H -2.226 -2.445 0.737
O 1.756 0.821 -0.450
H 2.669 0.568 -0.788
H 1.418 1.313 -1.182
O -1.066 -1.142 -1.385
H -2.352 -5.063 -2.035
H -1.884 -1.247 -1.826
O -1.626 -0.702 1.134
H -2.449 -0.206 1.359
H -0.969 -0.247 -1.122
O 2.089 -2.956 2.083
H 1.546 -2.874 1.286
H 1.667 2.178 4.861
O -1.328 5.896 0.677
H -0.639 6.252 0.151
H -1.121 4.987 0.877
O 2.856 4.064 -0.798
H 3.523 4.153 -0.099
H 2.688 5.038 -0.992
H -0.412 1.578 2.409
H 1.289 3.239 4.152



50
Properties=species:S:1:pos:R:3 method="wB97M-V/def2-TZVPD" homo_energy_ev=-5.6 charge=-1 relative_energy_kj_mol=673.5 total_energy_ha=-1298.73786 gap_ha=0.2851
O -4.653 0.709 0.471
H -4.867 0.582 -0.442
H -4.043 0.082 0.580
O 1.237 -1.169 -2.031
H 1.043 -0.362 -2.285
H 0.189 -2.082 -1.117
O 2.164 -2.344 -4.211
H 2.452 -3.282 -4.555
H 1.646 -2.716 -3.410
O 3.270 0.147 -1.445
H 3.166 0.462 -2.266
H 2.617 -0.635 -1.530
O -4.484 -0.969 -2.438
H -3.441 -1.172 -2.328
O 3.980 -2.908 -1.054
H 4.418 -2.899 -0.075
H 3.626 -2.170 -1.080
O 2.419 2.498 1.666
H 2.071 2.486 0.729
H 1.473 2.196 1.966
O -0.021 -2.488 -0.209
H 0.707 -2.153 0.333
H -4.822 -1.800 -2.590
O -3.183 -3.304 1.007
H -2.290 -2.868 1.336
H -3.093 -3.984 0.332
O 3.163 4.960 -0.216
H 3.364 4.155 0.379
H 2.279 4.866 -0.384
O -1.213 -0.561 -2.849
H -1.122 0.344 -3.070
H -0.363 -0.980 -2.943
O -1.419 3.740 1.646
H -2.171 3.621 1.105
H -0.976 3.045 1.340
O -1.518 1.231 4.578
H -1.082 1.101 3.684
H -1.728 2.077 4.866
O 2.165 -2.596 1.743
H 2.835 -3.147 1.951
H 2.084 -1.930 2.417
O -1.246 2.960 -2.239
H -1.146 3.362 -3.087
H -2.129 2.587 -2.437
O -0.195 1.190 1.051
H -0.745 0.561 1.319
H 0.119 1.293 0.157
O -0.352 -0.902 4.638
H -0.246 -1.824 4.987
H -0.750 -0.373 5.252



50
Properties=species:S:1:pos:R:3 method="wB97M-V/def2-TZVPD" homo_energy_ev=-6.3 charge=-1 relative_energy_kj_mol=185.5 total_energy_ha=-1298.92372 gap_ha=0.3152
O 6.146 -1.049 0.511
H 6.199 -0.688 1.393
H 5.209 -1.294 0.452
O 3.337 1.314 -0.495
H 2.394 1.432 -0.390
H 3.404 1.368 -1.458
O -4.210 0.719 -4.087
H -4.614 1.555 -4.322
H -3.338 0.923 -3.650
O 0.348 -5.485 -1.118
H 0.551 -5.866 -0.262
H -0.542 -5.164 -1.146
O -1.141 -0.159 -0.884
H -3.760 -1.056 -1.775
O -0.117 -2.105 0.764
H -5.023 2.189 1.375
H -0.756 -1.608 0.224
O 3.180 -1.080 0.774
H -0.204 3.310 5.304
H 3.004 -1.721 0.087
O 1.014 2.431 -2.895
H 0.458 2.982 -2.320
H -0.302 -0.166 -1.346
O 0.302 4.030 4.926
H 3.278 -0.244 0.253
H -0.276 4.580 4.394
O -1.306 2.924 -1.169
H -1.174 2.119 -1.736
H -1.884 3.625 -1.442
O 2.558 -2.370 -1.794
H 3.069 -2.886 -2.417
H 3.375 -1.395 4.275
O -3.790 -2.019 -1.717
H -4.652 -2.083 -2.140
H -1.831 -0.110 -1.588
O 2.775 -1.317 5.017
H 2.093 -0.689 4.801
H 0.748 -1.826 0.483
O 0.147 -0.846 3.359
H -0.009 -1.763 3.125
H -0.761 -0.523 3.294
O -4.496 2.732 1.973
H -3.700 2.799 1.431
H 0.290 1.975 -3.357
O -1.778 1.128 -3.004
H 2.392 -2.988 -1.071
H -1.345 0.615 -3.696
O -2.128 1.245 1.172
H -1.766 0.796 0.373
H -1.367 1.710 1.519